# C40H38BN10O16

A 11-piece molecular cluster, C40H38BN10O16 overall in a non-equilibrium geometry (the ωB97M-V functional and the def2-TZVPD basis, the OMol25 dataset).

Values from the calculation:
E_tot = -3323.07068 hartree
Gap between HOMO and LUMO = 7.82 eV
Strongest force on any atom = 0.1371 hartree/bohr
E_LUMO = 0.017 Eh

The geometry in ORCA input format:
```
! RIJCOSX wB97M-V def2-TZVPD def2/J DEFGRID3
* xyz -1 1
O 0.396 -1.276 -0.910
O -1.530 -2.039 0.062
O 2.115 -8.935 7.730
O -0.210 7.904 4.068
O -7.867 -8.581 1.246
O -2.830 -0.402 -2.108
O 0.415 -8.817 6.391
O 3.282 -0.866 -4.560
O -0.662 -0.220 -2.752
O 2.867 7.957 -4.087
O 1.548 -1.351 -3.042
O 1.420 0.697 -1.943
O 2.381 8.499 -6.126
O 3.530 1.322 -2.582
O -7.407 -10.601 1.431
O -0.122 5.916 4.826
N 0.336 6.799 4.114
N 2.068 8.051 -5.027
N -0.198 2.393 -8.494
N 1.187 -8.314 7.218
N 4.896 -6.895 -4.692
N 7.956 4.395 -6.394
N -7.381 -9.466 1.895
N -10.077 -0.604 4.664
N 10.913 0.448 3.126
N -11.356 4.448 -4.249
C 2.176 5.300 3.324
C -5.448 -9.117 5.702
C 0.628 -5.933 6.419
C 0.359 6.898 -3.676
C -2.817 2.098 -8.350
C 3.929 6.098 1.871
C -5.517 -8.014 4.861
C 3.288 5.083 2.568
C -1.617 -0.630 -1.972
C 3.512 7.430 2.043
C 1.281 -4.074 7.701
C 7.491 -6.407 -4.932
C -9.404 2.818 -3.491
C -1.860 6.561 -4.519
C -10.484 3.748 -3.902
C 9.457 5.695 -4.690
C 6.027 -6.665 -4.777
C -0.904 6.329 -3.534
C -6.150 -8.094 3.644
C -8.603 -0.059 2.569
C -0.302 7.844 -5.759
C 1.636 -6.295 8.562
C -6.524 -10.486 4.017
C 2.350 7.681 2.761
C 1.193 -6.842 7.366
C -1.579 7.371 -5.597
C -1.374 2.216 -8.414
C 1.764 -4.879 8.705
C -5.855 -10.414 5.234
C 1.618 6.605 3.394
C -0.939 -1.452 -0.813
C -6.747 -9.328 3.232
C 0.664 7.651 -4.822
C 0.681 -4.581 6.586
C 2.572 0.594 -2.633
C 8.658 4.958 -5.646
C 10.373 0.572 2.102
C -9.396 -0.383 3.786
C 9.694 0.745 0.812
C 2.559 -0.636 -3.482
B 0.644 -0.544 -2.167
H 2.363 -4.391 9.459
H 1.056 6.665 -2.885
H -5.036 -9.153 6.700
H 7.627 -5.342 -5.125
H -6.851 -11.481 3.756
H 4.764 5.790 1.260
H 9.460 1.793 0.627
H 0.175 -6.404 5.559
H 9.716 6.546 -5.320
H -8.807 -0.715 1.723
H 3.608 4.054 2.496
H -3.063 1.157 -8.842
H -8.570 3.250 -2.937
H 1.708 4.506 3.887
H -5.045 -7.063 5.056
H -5.702 -11.340 5.767
H -6.193 -7.166 3.094
H -1.166 5.842 -2.606
H 2.072 8.720 2.854
H -9.012 0.915 2.301
H -8.926 2.274 -4.306
H 7.873 -6.826 -5.863
H 10.344 5.110 -4.449
H 8.917 6.058 -3.815
H 7.896 -6.858 -4.027
H -3.165 2.973 -8.900
H -9.781 2.036 -2.831
H -2.827 6.098 -4.392
H 2.061 -6.957 9.302
H 0.197 -3.999 5.816
H -3.088 2.155 -7.296
H -2.349 7.555 -6.332
H 3.998 8.287 1.600
H 8.804 0.116 0.775
H -7.561 0.042 2.875
H 1.479 -3.014 7.761
H -0.100 8.378 -6.675
H 10.419 0.466 0.047
*
```


# C2H4NO2

A 2-piece molecular cluster, C2H4NO2 overall in a non-equilibrium geometry (the ωB97M-V functional and the def2-TZVPD basis, the OMol25 dataset).

Values from the calculation:
Energy above the lowest of the compared OMol25 structures with the same formula, charge and spin = 318.08 kJ/mol
E_tot = -283.43501 hartree
Gap between HOMO and LUMO = 11.19 eV
Strongest force on any atom = 0.1331 hartree/bohr
E_LUMO = -0.211 Eh

The geometry in ORCA input format:
```
! RIJCOSX wB97M-V def2-TZVPD def2/J DEFGRID3
* xyz 1 1
O 3.136 1.009 -1.127
O -0.909 -0.265 1.222
N 0.508 0.092 -0.817
C -1.974 -0.801 1.057
C 1.649 0.453 -0.972
H -0.358 -0.292 0.301
H 2.962 1.747 -1.752
H -2.407 -1.217 0.141
H -2.608 -0.727 1.946
*
```


# C25H22N4NaO3Si

C25H22N4NaO3Si as an isolated structure in a non-equilibrium geometry (the ωB97M-V functional and the def2-TZVPD basis, the OMol25 dataset).

Values from the calculation:
Energy above the lowest of the compared OMol25 structures with the same formula, charge and spin = 20.46 kJ/mol
E_tot = -1862.52568 hartree
Gap between HOMO and LUMO = 6.86 eV
Strongest force on any atom = 0.0293 hartree/bohr
E_LUMO = 0.078 Eh

The geometry in ORCA input format:
```
! RIJCOSX wB97M-V def2-TZVPD def2/J DEFGRID3
* xyz -1 1
Si -0.281 -0.742 -1.116
Na 2.654 1.309 -0.670
O 2.204 2.852 0.561
O 1.229 1.155 -2.119
O 1.219 -0.074 -1.260
N 1.538 3.995 3.842
N 0.942 3.989 -0.938
N -1.159 6.123 0.902
N 3.990 -0.154 0.809
C -1.925 -2.027 -5.284
C 1.183 4.208 2.762
C 0.716 -4.527 1.469
C -2.470 -0.292 0.667
C 3.905 -0.294 1.946
C -0.685 -1.406 -5.186
C -2.595 2.444 0.186
C 0.139 -3.557 -0.660
C -0.945 -1.230 -2.783
C 0.469 -4.669 0.110
C 3.639 -0.404 3.393
C 0.047 -2.282 -0.090
C -2.193 -1.850 -2.900
C -1.641 1.662 -0.453
C -1.548 0.286 -0.218
C 0.300 -2.164 1.284
C 2.605 0.637 3.849
C -0.298 5.400 1.184
C 1.340 3.725 0.355
C -2.681 -2.251 -4.138
C 0.633 -3.269 2.058
C -3.495 1.853 1.062
C 0.749 4.471 1.426
C -0.194 -1.011 -3.945
C -3.438 0.484 1.299
H -2.306 -2.332 -6.252
H -2.799 -2.017 -2.013
H 1.623 0.419 3.431
H -4.138 0.022 1.985
H 0.976 3.155 -1.526
H 2.528 0.620 4.935
H -2.623 3.513 0.009
H 0.534 -5.648 -0.352
H 2.882 1.643 3.536
H -2.430 -1.357 0.876
H -0.050 -3.682 -1.722
H -0.101 -1.222 -6.081
H 0.759 -0.497 -3.858
H -3.651 -2.729 -4.212
H -0.941 2.127 -1.136
H 0.970 -5.393 2.069
H 0.816 -3.154 3.121
H -4.234 2.463 1.570
H 4.584 -0.262 3.917
H 3.305 -1.421 3.594
H 0.227 -1.186 1.753
H 0.111 4.550 -1.049
*
```


# C26H53Cl20F3O4P

A 11-piece molecular cluster, C26H53Cl20F3O4P overall in a non-equilibrium geometry (the ωB97M-V functional and the def2-TZVPD basis, the OMol25 dataset).

Values from the calculation:
E_tot = -11167.81898 hartree
Gap between HOMO and LUMO = 5.41 eV
Strongest force on any atom = 0.0968 hartree/bohr
E_LUMO = 0.061 Eh

The geometry in ORCA input format:
```
! RIJCOSX wB97M-V def2-TZVPD def2/J DEFGRID3
* xyz -1 1
Cl 0.509 -3.429 -4.333
Cl 2.439 -7.541 -3.641
Cl 1.868 -12.175 3.963
Cl 3.692 -9.810 -4.976
Cl -3.229 5.540 3.583
Cl -0.010 -5.356 -2.208
Cl -5.553 2.704 5.722
Cl 2.293 -9.357 4.576
Cl 2.822 -8.900 0.491
Cl -4.502 -3.360 1.585
Cl 3.290 -4.403 0.434
Cl 3.809 -2.476 -1.692
Cl -7.910 1.597 1.626
Cl -3.963 -4.135 -1.174
Cl -0.997 5.141 1.750
Cl -2.984 3.867 6.462
Cl -7.486 4.415 2.239
Cl -4.743 10.422 -2.203
Cl -5.262 8.495 -0.078
Cl 5.589 -8.607 1.361
P -0.216 -0.199 0.445
F -4.486 5.775 -2.146
F -3.194 4.584 -3.790
F -5.412 3.811 -3.247
O 5.353 3.431 2.165
O -1.434 -1.046 -0.521
O -1.361 0.312 1.654
O -4.462 2.556 -0.854
C 3.949 -7.954 1.470
C 0.059 -5.097 -3.956
C -4.171 4.414 -2.667
C 1.863 0.510 -2.726
C 1.329 -0.946 -0.434
C 5.925 1.642 -0.571
C -5.193 8.755 -1.825
C -5.149 -4.144 0.138
C 5.276 2.648 -1.697
C -3.488 3.474 -1.509
C 6.452 3.692 1.212
C 4.031 3.562 1.523
C -2.729 0.489 1.111
C -2.701 -0.260 -0.349
C -4.617 3.470 7.011
C 2.912 -9.238 -3.496
C 1.268 -0.879 -2.071
C -8.103 3.258 1.054
C 1.675 -10.514 3.391
C -4.305 2.699 0.603
C -2.863 2.150 1.157
C 3.489 0.729 -2.406
C 3.359 -4.143 -1.314
C 3.675 2.317 -2.035
C 7.010 2.357 0.437
C -1.469 5.498 3.416
H 2.983 2.690 -1.161
H -5.405 -5.178 0.378
H -4.450 8.079 -2.256
H 7.362 4.102 1.866
H 7.252 1.550 1.282
H 1.815 0.364 -3.909
H -4.392 3.829 0.953
H 3.611 -9.342 -2.663
H -0.923 -5.306 -4.385
H 3.724 2.466 1.172
H -6.176 8.545 -2.255
H -1.061 6.470 3.701
H -6.043 -3.608 -0.188
H 1.567 -2.023 -0.012
H 5.097 1.127 0.116
H -3.074 0.376 -1.270
H 4.142 0.493 -3.376
H -1.919 2.647 0.643
H 0.218 -1.091 -2.541
H -0.202 -1.463 1.185
H 3.866 -0.010 -1.580
H -9.165 3.455 0.885
H -2.768 2.435 2.313
H 1.226 1.454 -2.435
H 8.055 2.551 -0.103
H 4.057 4.244 0.548
H -2.984 4.203 -0.731
H -0.263 1.050 -0.292
H 0.802 -5.772 -4.387
H 2.226 -10.393 2.455
H -5.143 2.110 1.212
H 5.886 2.529 -2.690
H 3.188 3.913 2.260
H -5.121 4.389 7.319
H 0.614 -10.317 3.222
H 3.430 2.957 -3.009
H 4.102 -4.819 -1.745
H 0.773 0.315 1.402
H -2.637 2.828 -2.031
H 3.624 -7.981 2.513
H 6.210 4.581 0.453
H -7.552 3.379 0.118
H -4.550 2.784 7.858
H -1.068 4.722 4.073
H 2.021 -9.841 -3.308
H 6.426 0.734 -1.162
H -3.546 -1.092 -0.216
H 5.297 3.784 -1.392
H 2.244 -0.258 -0.099
H -3.634 0.024 1.702
H 3.953 -6.922 1.112
H 2.377 -4.353 -1.744
H 1.981 -1.752 -2.464
*
```